Record 1
CH3NO in the gas phase in a non-equilibrium geometry, computed with ωB97M-V with the def2-TZVPD basis set.

```
! RIJCOSX wB97M-V def2-TZVPD def2/J DEFGRID3
* xyz 0 1
C 1.071 0.208 -0.038
N 0.071 -0.623 0.021
O -1.129 0.113 -0.032
H 0.939 1.299 -0.088
H 2.088 -0.126 0.138
H -0.921 1.042 0.289
*
```

Computed properties:
- Frontier orbital gap: 11.1699 eV
- Highest occupied orbital energy: -10.29 eV
- E_LUMO: 0.0325 hartree
- DFT total energy: -4620.744 eV
- ΔE to the lowest compared entry with this formula, charge and spin: 61.7 kcal per mole



Record 2
A molecular structure, C48H47GeN5O2RhS4, computed with ωB97M-V with the def2-TZVPD basis set.

```
! RIJCOSX wB97M-V def2-TZVPD def2/J DEFGRID3
* xyz 0 6
Rh 0.094 0.062 0.283
C 1.740 0.655 -2.365
C 2.923 2.430 -0.841
C 4.311 2.822 -0.381
C 4.546 3.565 0.727
C 3.503 3.921 1.592
C 2.195 3.411 1.391
C 1.177 3.756 2.444
C 1.916 2.643 0.297
N 0.620 2.084 0.120
C -0.400 2.891 -0.203
C -0.294 4.385 -0.312
C -1.639 2.272 -0.444
C -2.854 3.084 -0.787
N -1.657 0.941 -0.353
C -2.887 0.253 -0.565
C -3.866 0.228 0.433
C -3.647 0.832 1.792
C -5.092 -0.357 0.134
C -5.341 -0.911 -1.110
C -4.352 -0.890 -2.082
C -3.115 -0.313 -1.825
C -2.048 -0.278 -2.880
H 1.595 -0.422 -2.479
H 1.958 1.062 -3.353
H 0.796 1.095 -2.037
H 5.128 2.583 -1.044
H 5.558 3.879 0.950
H 3.698 4.533 2.463
H 1.532 3.455 3.433
H 0.216 3.279 2.287
H 1.040 4.841 2.476
H 0.700 4.745 -0.064
H -1.001 4.864 0.369
H -0.542 4.720 -1.321
H -2.617 3.835 -1.541
H -3.226 3.615 0.094
H -3.659 2.459 -1.166
H -2.646 1.235 1.913
H -3.796 0.075 2.565
H -4.366 1.633 1.978
H -5.865 -0.364 0.895
H -6.299 -1.369 -1.325
H -4.540 -1.340 -3.050
H -2.421 -0.691 -3.817
H -1.177 -0.865 -2.576
H -1.696 0.740 -3.065
S -5.244 -4.701 -2.848
C -4.453 -4.220 -1.479
S -2.769 -3.761 -1.489
C -2.919 -3.230 0.158
N -4.070 -3.441 0.684
N -4.916 -4.039 -0.217
C -6.244 -4.296 0.243
C -6.827 -3.397 1.125
C -8.109 -3.637 1.594
C -8.803 -4.766 1.185
C -8.203 -5.665 0.316
C -6.920 -5.439 -0.158
S -1.637 -2.601 1.180
H -6.267 -2.531 1.446
H -8.564 -2.936 2.281
H -9.805 -4.949 1.550
H -8.732 -6.555 0.003
H -6.450 -6.139 -0.832
C 0.550 -1.145 2.961
C 0.041 0.094 2.236
O -0.395 1.038 2.823
H 1.217 -0.823 3.760
H 1.053 -1.853 2.308
H -0.314 -1.634 3.413
O 0.623 -4.108 -0.419
S 0.222 -2.818 -1.013
N -0.563 -1.855 0.099
C 5.441 0.981 3.847
C 5.926 0.322 2.725
C 5.060 -0.029 1.701
C 3.700 0.289 1.766
C 3.233 0.952 2.895
C 4.092 1.291 3.932
Ge 2.640 -0.227 0.199
C 3.211 -2.067 -0.135
C 3.392 -2.599 -1.413
C 3.806 -3.911 -1.585
C 4.025 -4.722 -0.480
C 3.839 -4.213 0.796
C 3.441 -2.894 0.965
C 2.906 0.945 -1.383
C 4.176 0.596 -2.116
C 4.670 1.289 -3.178
C 4.188 2.500 -3.723
C 3.199 3.376 -3.211
C 2.596 3.372 -1.993
H 6.112 1.248 4.653
H 6.977 0.074 2.650
H 5.453 -0.564 0.843
H 2.191 1.241 2.964
H 3.707 1.806 4.804
H 3.207 -1.992 -2.291
H 3.944 -4.304 -2.584
H 4.332 -5.750 -0.615
H 4.000 -4.842 1.661
H 3.319 -2.508 1.971
H 4.695 -0.318 -1.846
H 5.525 0.854 -3.685
H 4.638 2.803 -4.661
H 2.912 4.183 -3.877
H 1.871 4.151 -1.793
*
```

Computed properties:
- Frontier orbital gap (spin up / spin down): 6.7697 / 5.4042 eV
- Highest occupied orbital energy (spin up / spin down): -6.62 / -7.75 eV
- E_LUMO (spin up / spin down): 0.0057 / -0.0863 hartree
- DFT total energy: -164944.300 eV
- ΔE to the lowest compared entry with this formula, charge and spin: 0.0 kcal per mole



Record 3
C12H17N7O3 in the gas phase in a non-equilibrium geometry, computed with ωB97M-V with the def2-TZVPD basis set.

```
! RIJCOSX wB97M-V def2-TZVPD def2/J DEFGRID3
* xyz 0 1
C -4.048 -0.720 -1.497
C -3.408 -0.344 -0.163
C -2.580 0.947 -0.279
C -1.113 0.624 -0.554
N -0.490 -0.136 0.526
C 0.351 0.668 1.397
C 1.599 0.995 0.668
C 2.130 2.192 0.207
C 1.650 3.579 0.363
O 0.647 3.871 0.955
O 2.435 4.486 -0.226
N 3.260 1.915 -0.492
N 3.455 0.660 -0.500
N 2.470 0.066 0.196
C 2.463 -1.301 0.352
N 1.728 -1.975 1.190
O 2.042 -3.257 1.029
N 2.998 -3.431 0.084
C 3.298 -2.239 -0.373
N 4.160 -1.947 -1.356
C -1.438 -0.948 1.278
C -2.513 -1.484 0.344
H -4.585 -1.662 -1.407
H -4.752 0.046 -1.815
H -3.288 -0.831 -2.268
H -4.210 -0.176 0.564
H -2.641 1.521 0.647
H -2.970 1.576 -1.080
H -1.034 0.034 -1.475
H -0.556 1.551 -0.707
H 0.601 0.063 2.273
H -0.120 1.608 1.724
H 3.194 4.052 -0.653
H 4.775 -2.672 -1.678
H 4.421 -0.977 -1.462
H -0.875 -1.770 1.728
H -1.916 -0.374 2.089
H -3.113 -2.230 0.868
H -2.025 -1.980 -0.496
*
```

Computed properties:
- Frontier orbital gap: 8.7122 eV
- Highest occupied orbital energy: -8.68 eV
- E_LUMO: 0.0012 hartree
- DFT total energy: -29290.603 eV
- ΔE to the lowest compared entry with this formula, charge and spin: 0.0 kcal per mole



Record 4
2 unconnected molecules or ions with the total composition CHCl2NO2 in a non-equilibrium geometry, computed with ωB97M-V with the def2-TZVPD basis set.

```
! RIJCOSX wB97M-V def2-TZVPD def2/J DEFGRID3
* xyz 0 1
C -0.502 0.110 -0.033
N 0.906 -0.245 0.142
O 1.207 -0.820 1.155
O 1.606 0.226 -0.769
Cl -0.742 1.818 -0.286
Cl -1.479 -0.563 1.192
H -0.996 -0.525 -1.401
*
```

Computed properties:
- Frontier orbital gap: 10.0009 eV
- Highest occupied orbital energy: -11.16 eV
- E_LUMO: -0.0424 hartree
- DFT total energy: -31677.831 eV
- ΔE to the lowest compared entry with this formula, charge and spin: 93.4 kcal per mole